Record 1
The following is a DFT calculation (ωB97M-V with the def2-TZVPD basis set) of an isolated molecule of C4H5NO.

Results
- highest occupied orbital energy (spin up / spin down) (eV) = -8.0 / -8.0
- Kohn-Sham gap (spin up / spin down) (eV) = 7.48 / 7.48
- E_LUMO (spin up / spin down) (eV) = -0.5 / -0.5

CARTESIAN COORDINATES (ANGSTROEM)
1 C 0.1650 -0.8694 0.9223
2 C -0.9652 -1.7320 0.9875
3 C 1.3043 -1.0309 1.5708
4 C -1.2953 0.9124 -0.1482
5 N -0.1904 -0.0255 -0.0364
6 O -1.9808 -2.2564 0.6848
7 H 2.1253 -0.4921 1.2304
8 H 1.4903 -1.8240 2.2676
9 H -1.5490 1.5574 0.8176
10 H -0.9731 1.5159 -0.9726
11 H -2.2094 0.5143 -0.4129


Record 2
The following is a DFT calculation (ωB97M-V with the def2-TZVPD basis set) of an isolated molecule of C4H5NO.

Results
- highest occupied orbital energy (eV) = -8.9
- Kohn-Sham gap (eV) = 9.32
- E_LUMO (eV) = 0.4

CARTESIAN COORDINATES (ANGSTROEM)
1 O 1.1266 -0.9272 1.1114
2 C -0.1251 -1.1913 0.7921
3 C -0.2634 -0.7950 -0.6698
4 C -0.1734 0.7545 -0.7166
5 C -0.4346 1.3891 0.5884
6 N -0.5929 1.9081 1.6098
7 H 1.2059 -1.0071 2.0744
8 H 0.5357 -1.2300 -1.2856
9 H -1.2277 -1.1388 -1.0522
10 H 0.8314 1.0639 -1.0175
11 H -0.8824 1.1739 -1.4343


Record 3
The following is a DFT calculation (ωB97M-V with the def2-TZVPD basis set) of an isolated molecule of C4H5NO.

Results
- highest occupied orbital energy (eV) = -9.5
- Kohn-Sham gap (eV) = 10.35
- E_LUMO (eV) = 0.9
- structure (SMILES) = [H]/N=C1/C=CCO1

CARTESIAN COORDINATES (ANGSTROEM)
1 H -1.5243 1.1613 -2.3176
2 N -1.5786 0.3702 -1.6845
3 C -0.6932 0.2885 -0.7806
4 C -0.6020 -0.9115 0.0552
5 C 0.4677 -0.8511 0.8324
6 C 1.0513 0.5255 0.7379
7 O 0.3567 1.1202 -0.4374
8 H -1.3072 -1.7114 -0.0849
9 H 0.9117 -1.6868 1.3618
10 H 2.1593 0.4892 0.7810
11 H 0.7585 1.2058 1.5367


Record 4
The following is a DFT calculation (ωB97M-V with the def2-TZVPD basis set) of a cluster of 3 separate species, C4H5NO in total.

Results
- highest occupied orbital energy (eV) = -10.7
- Kohn-Sham gap (eV) = 11.01
- E_LUMO (eV) = 0.3

CARTESIAN COORDINATES (ANGSTROEM)
1 C 0.5953 -0.8186 2.1158
2 C 0.2763 -0.7133 0.8272
3 C -1.3022 -0.4390 -2.5625
4 O -1.8830 -0.6297 -1.6033
5 C 1.0662 0.0468 -0.1037
6 N 1.6846 0.6534 -0.8732
7 H 1.4729 -0.3327 2.5306
8 H -0.8438 2.6603 -1.5776
9 H -0.0248 -1.4017 2.7893
10 H -0.6060 -1.1932 0.4136
11 H -0.4354 2.1678 -1.9560


Largest force on an atom, record by record: 4.75; 1.11; 1.31; 1.40 eV Å⁻¹
Energy relative to the best compared isomer or geometry (same formula, charge and spin), record by record: 415.1; 292.2; 110.2; 218.1 kJ/mol